Entry 1:
This record from the OMol25 dataset describes a 9-piece molecular cluster, C24H47Br16F3N3O3 overall at a distorted geometry. The level of theory is wB97M-V/def2-TZVPD.

Geometry as XYZ:
```
96
Properties=species:S:1:pos:R:3:forces:R:3:lowdin_charge:R:1
C 4.068 -3.278 -1.732 0.036 0.326 -0.298 -0.06
C 5.303 -2.345 -1.757 0.025 0.059 -0.125 -0.12
C 5.103 -1.154 -0.858 0.567 -0.187 0.114 -0.48
O 5.328 -1.165 0.314 -0.349 0.156 0.117 0.13
O 4.625 -0.031 -1.506 -0.668 -0.410 -0.445 -0.02
C 3.630 0.687 -0.784 0.088 0.588 0.887 -0.17
C 2.319 -0.064 -0.790 0.299 -0.764 0.029 -0.15
N 1.994 -0.410 -2.174 -0.337 -0.402 0.471 0.13
C 0.797 -0.551 -2.663 -0.141 -0.089 -0.833 -0.41
N 0.609 -0.800 -4.014 0.244 0.335 0.898 0.10
N -0.339 -0.441 -1.906 0.099 -0.378 0.024 0.13
C -0.555 -1.514 -0.911 -0.087 0.174 -0.149 -0.15
O -1.577 -1.159 0.004 0.322 0.228 0.061 0.08
C -1.309 -0.179 0.909 -0.316 -0.237 0.013 -0.70
F -0.081 -0.290 1.439 -0.043 0.057 -0.143 0.14
F -2.200 -0.274 1.890 0.113 -0.034 -0.132 0.19
F -1.414 1.050 0.384 0.123 -0.236 -0.220 0.15
H 4.387 -4.316 -1.718 -0.065 -0.041 0.075 0.08
H 3.430 -3.092 -0.868 0.077 -0.135 0.114 0.07
H 3.468 -3.139 -2.633 -0.081 -0.022 0.051 0.06
H 5.510 -2.018 -2.775 0.043 0.011 0.016 0.12
H 6.170 -2.884 -1.386 0.041 0.067 0.069 0.12
H 3.481 1.666 -1.230 0.404 -0.118 -0.206 0.06
H 3.928 0.826 0.257 0.068 -0.009 -0.068 0.13
H 1.514 0.506 -0.336 -0.053 0.215 -0.121 0.12
H 2.444 -0.979 -0.202 -0.063 0.002 0.015 0.09
H 2.788 -0.491 -2.800 -0.025 0.089 0.013 0.11
H 0.126 0.017 -4.407 -0.474 -0.549 -0.206 0.03
H 1.498 -0.839 -4.509 -0.627 -0.254 0.326 -0.05
H -1.127 -0.471 -2.554 -0.055 0.134 0.101 0.05
H -0.919 -2.405 -1.419 -0.154 0.079 0.162 0.07
H 0.375 -1.789 -0.421 0.038 0.226 0.176 0.12
Br 2.925 -0.999 2.920 -0.025 -0.079 -0.157 0.67
C 1.359 -1.926 3.615 0.026 0.253 0.061 -0.70
C 1.704 -2.730 4.839 -0.003 -0.243 0.004 -0.68
Br 2.669 -4.346 4.357 0.057 0.008 0.021 0.64
H 0.974 -2.547 2.812 -0.005 -0.033 0.017 0.04
H 0.636 -1.148 3.854 0.019 -0.027 0.052 0.05
H 0.802 -3.064 5.346 -0.028 0.029 -0.037 0.06
H 2.329 -2.181 5.535 -0.003 0.037 -0.018 0.06
Br -1.685 -7.711 -3.732 0.003 0.020 0.067 0.63
C -2.632 -6.289 -2.812 0.025 -0.154 -0.168 -0.70
C -1.866 -4.994 -2.860 -0.019 0.111 0.136 -0.68
Br -0.351 -5.015 -1.628 0.056 -0.092 -0.101 0.65
H -2.808 -6.630 -1.797 -0.011 0.044 0.017 0.05
H -3.582 -6.181 -3.330 0.004 0.047 0.003 0.06
H -2.496 -4.165 -2.541 -0.024 -0.035 0.018 0.05
H -1.461 -4.787 -3.846 -0.002 -0.035 -0.012 0.05
Br 6.766 -3.298 4.302 -0.095 -0.029 -0.016 0.59
C 6.454 -4.791 5.509 0.114 0.161 0.013 -0.71
C 7.100 -6.057 5.014 -0.106 -0.132 -0.012 -0.69
Br 6.105 -6.848 3.540 0.025 0.046 -0.018 0.59
H 5.378 -4.887 5.615 -0.002 -0.028 -0.005 0.00
H 6.889 -4.492 6.460 0.027 -0.039 -0.003 0.06
H 7.106 -6.812 5.797 -0.019 0.024 0.019 0.06
H 8.112 -5.896 4.657 0.003 0.029 0.008 0.05
Br -1.227 4.744 1.684 0.044 -0.029 -0.001 0.62
C -1.758 3.144 2.650 0.100 0.014 -0.106 -0.70
C -3.256 3.012 2.720 -0.091 -0.040 0.186 -0.70
Br -4.033 4.245 4.005 -0.012 0.049 -0.056 0.65
H -1.295 3.201 3.630 -0.060 0.016 0.040 0.06
H -1.334 2.311 2.095 -0.056 0.205 0.151 0.02
H -3.534 2.016 3.061 0.039 -0.006 -0.005 0.05
H -3.732 3.215 1.766 0.045 -0.011 -0.037 0.02
Br -1.254 2.512 -5.581 -0.287 0.013 -0.183 0.70
C -3.148 2.133 -5.337 0.047 0.005 0.061 -0.66
C -3.307 1.220 -4.151 -0.033 -0.046 0.028 -0.67
Br -2.685 -0.577 -4.585 -0.184 -0.073 0.096 0.70
H -3.510 1.714 -6.270 0.006 -0.080 0.035 0.06
H -3.636 3.087 -5.150 0.111 0.058 0.048 0.03
H -4.340 1.123 -3.825 -0.024 0.002 -0.142 0.07
H -2.697 1.561 -3.320 -0.077 0.054 0.069 0.03
Br 2.753 0.651 -5.333 1.242 0.873 -0.869 0.82
C 2.198 2.516 -5.472 0.115 0.220 -0.064 -0.64
C 2.692 3.330 -4.307 -0.065 -0.082 0.097 -0.63
Br 1.663 2.931 -2.706 -0.221 0.201 -0.022 0.73
H 1.116 2.512 -5.546 0.284 -0.017 0.015 -0.09
H 2.625 2.880 -6.404 0.057 -0.078 -0.008 0.08
H 2.557 4.392 -4.493 -0.052 -0.019 -0.049 0.07
H 3.732 3.131 -4.067 0.023 0.014 -0.046 0.06
Br -5.080 5.247 -0.290 0.034 0.016 0.016 0.63
C -4.784 6.310 -1.889 -0.137 -0.053 0.161 -0.69
C -4.427 5.449 -3.068 0.124 0.088 -0.087 -0.68
Br -2.589 4.808 -2.950 -0.054 -0.065 0.040 0.64
H -4.006 7.028 -1.649 0.014 0.005 -0.033 0.05
H -5.719 6.835 -2.070 -0.002 -0.022 -0.042 0.06
H -4.477 6.022 -3.992 0.014 0.031 0.026 0.06
H -5.063 4.573 -3.147 -0.023 0.012 0.033 0.05
Br -7.472 3.835 9.965 -0.022 0.037 -0.047 0.61
C -7.192 3.605 8.056 -0.004 -0.099 0.167 -0.71
C -5.844 4.115 7.620 -0.003 0.123 -0.137 -0.71
Br -5.794 6.058 7.546 0.041 -0.051 0.013 0.60
H -8.008 4.115 7.555 0.019 0.012 -0.030 0.05
H -7.267 2.534 7.877 0.031 0.003 -0.020 0.06
H -5.620 3.779 6.610 -0.028 -0.021 0.003 0.01
H -5.048 3.807 8.290 -0.021 -0.025 0.022 0.05
```
Positions in Å, forces in eV/Å.

Charge: +1
Gap between HOMO and LUMO (eV): 8.623


Entry 2:
This record from the OMol25 dataset describes C24H47CdN4O5 as an isolated structure. The level of theory is wB97M-V/def2-TZVPD.

Geometry as XYZ:
```
81
Properties=species:S:1:pos:R:3:forces:R:3:nbo_charge:R:1
Cd -0.102 1.466 -0.584 0.045 -0.106 0.188 1.73
C -3.297 -1.576 -0.973 0.003 0.072 -0.076 -0.65
C -1.857 -1.815 -1.416 0.100 0.010 -0.090 -0.03
C -1.104 -2.755 -0.459 0.019 -0.064 0.095 -0.44
C -0.878 -2.485 1.041 0.074 0.174 0.021 0.17
C 0.120 -3.532 1.529 0.016 -0.046 0.015 -0.64
C -2.127 -2.486 1.909 0.018 -0.003 0.023 -0.65
N -0.243 -1.089 1.180 -0.128 -0.085 0.035 -0.58
C 0.504 -0.767 2.458 -0.124 -0.101 -0.054 -0.25
C 1.891 -0.254 2.118 0.071 -0.226 -0.021 -0.25
N 1.860 0.990 1.365 0.151 0.032 -0.081 -0.50
C 1.460 2.083 2.276 0.149 0.132 -0.029 -0.35
C -0.044 2.276 2.268 -0.045 0.178 -0.605 0.77
O -0.713 2.069 3.265 -0.044 0.072 0.288 -0.65
O -0.495 2.655 1.114 0.025 -0.124 0.334 -0.92
C 3.167 1.324 0.715 -0.066 0.093 0.057 -0.03
C 4.248 1.713 1.731 0.044 -0.008 0.018 -0.64
C 3.783 0.248 -0.179 0.050 -0.010 0.031 -0.43
C 3.115 -0.321 -1.462 -0.127 0.010 0.050 0.14
C 4.136 -0.177 -2.600 0.040 -0.005 -0.020 -0.63
C 2.826 -1.807 -1.257 -0.030 -0.045 0.023 -0.62
N 1.851 0.407 -1.802 -0.039 0.186 -0.003 -0.73
C 1.148 -0.101 -3.003 0.014 0.029 -0.043 -0.26
C 0.021 -1.065 -2.676 0.004 -0.002 -0.075 -0.24
N -1.084 -0.575 -1.819 -0.084 0.014 0.004 -0.53
C -1.974 0.263 -2.669 -0.092 -0.123 0.075 -0.38
C -1.354 1.542 -3.250 0.238 0.066 0.316 0.77
O -1.586 1.815 -4.403 -0.015 0.072 -0.133 -0.60
O -0.637 2.264 -2.431 -0.110 -0.062 -0.377 -0.95
H -3.683 -2.480 -0.501 0.012 0.027 -0.022 0.22
H -3.940 -1.363 -1.824 0.014 0.036 -0.008 0.24
H -3.382 -0.744 -0.284 -0.025 0.147 0.137 0.23
H -1.918 -2.410 -2.338 -0.048 -0.022 -0.011 0.20
H -0.126 -3.004 -0.878 -0.041 -0.008 0.054 0.22
H -1.660 -3.695 -0.489 0.014 -0.011 0.003 0.25
H -0.217 -4.507 1.179 0.013 -0.006 0.021 0.25
H 0.183 -3.584 2.615 -0.006 -0.027 -0.029 0.23
H 1.121 -3.367 1.118 -0.045 -0.017 0.015 0.22
H -2.603 -3.465 1.853 -0.004 0.015 0.002 0.25
H -2.851 -1.736 1.597 0.016 -0.003 0.014 0.23
H -1.866 -2.303 2.954 -0.012 -0.018 -0.027 0.23
H 0.396 -0.954 0.389 0.019 0.002 0.000 0.45
H -1.001 -0.411 1.041 -0.011 -0.023 0.023 0.45
H 0.604 -1.685 3.026 -0.062 0.027 0.039 0.23
H -0.095 -0.058 3.029 0.091 0.001 -0.017 0.27
H 2.402 -1.017 1.528 -0.008 -0.034 0.034 0.21
H 2.441 -0.158 3.063 0.025 0.009 0.004 0.22
H 1.895 3.011 1.905 -0.049 0.040 0.048 0.23
H 1.813 1.908 3.295 0.038 -0.011 0.016 0.21
H 2.950 2.207 0.104 -0.030 0.013 0.000 0.20
H 4.562 0.849 2.321 -0.015 0.011 -0.003 0.21
H 3.926 2.495 2.414 0.013 -0.017 -0.018 0.23
H 5.129 2.084 1.207 -0.010 -0.006 0.009 0.23
H 4.089 -0.592 0.451 -0.005 0.003 -0.021 0.21
H 4.728 0.696 -0.489 0.008 0.011 0.001 0.24
H 5.081 -0.638 -2.307 -0.022 0.001 -0.011 0.23
H 4.331 0.878 -2.806 -0.003 -0.021 0.006 0.22
H 3.817 -0.655 -3.526 -0.003 0.012 0.029 0.22
H 3.739 -2.311 -0.938 -0.010 0.012 -0.008 0.24
H 2.492 -2.296 -2.171 0.021 0.004 -0.008 0.22
H 2.071 -1.974 -0.481 0.045 0.014 -0.039 0.18
H 2.127 1.361 -2.028 0.098 -0.031 -0.036 0.39
H 1.827 -0.641 -3.665 0.020 -0.014 0.024 0.21
H 0.797 0.750 -3.581 -0.022 -0.017 0.036 0.25
H 0.456 -1.929 -2.189 0.032 0.004 -0.069 0.20
H -0.405 -1.420 -3.624 0.020 0.018 -0.024 0.21
H -2.821 0.581 -2.066 -0.067 0.022 0.051 0.25
H -2.343 -0.327 -3.513 -0.012 -0.023 0.000 0.21
C -3.600 3.576 0.864 0.026 0.058 0.050 -0.43
C -4.252 2.564 1.803 -0.015 0.002 0.011 -0.43
C -3.367 1.340 1.613 0.123 -0.035 0.029 -0.09
O -2.818 1.433 0.277 -0.057 -0.174 -0.175 -0.62
C -3.220 2.699 -0.308 -0.013 -0.076 0.020 -0.07
H -2.697 3.987 1.317 -0.042 0.008 -0.004 0.23
H -4.262 4.391 0.577 -0.013 -0.025 0.001 0.23
H -5.275 2.352 1.485 -0.007 0.008 0.006 0.21
H -4.275 2.888 2.842 0.019 0.005 -0.007 0.23
H -3.930 0.407 1.697 -0.026 -0.046 -0.037 0.17
H -2.537 1.347 2.324 -0.142 0.005 -0.054 0.21
H -4.075 2.520 -0.968 -0.004 0.002 -0.015 0.18
H -2.394 3.085 -0.901 0.005 0.017 -0.003 0.21
```
Positions in Å, forces in eV/Å.

ΔE to the lowest compared entry with this formula, charge and spin (eV): 0.844
Charge: +1
Gap between HOMO and LUMO (eV): 9.630


Entry 3:
This record from the OMol25 dataset describes a 8-piece molecular cluster, C24H47FN3O34S8 overall at a distorted geometry. The level of theory is wB97M-V/def2-TZVPD.

Geometry as XYZ:
```
117
Properties=species:S:1:pos:R:3:forces:R:3:lowdin_charge:R:1
C 2.024 4.071 -1.385 0.762 0.288 0.810 -0.07
C 1.546 5.564 -0.802 0.856 -1.638 1.522 -0.23
O 0.209 5.966 -1.256 1.984 1.058 -1.259 -0.22
C 0.239 7.085 -2.206 -1.028 1.275 -0.654 -0.16
C -0.451 6.760 -3.673 1.031 1.341 0.695 -0.16
O -1.826 6.295 -3.425 0.492 -2.307 -0.557 -0.22
C -1.904 4.812 -3.424 0.747 0.009 0.981 -0.09
C -2.823 4.256 -2.155 -0.427 0.106 1.132 0.03
N -2.402 2.961 -1.428 -6.328 4.363 1.548 0.16
C -3.501 2.828 -0.380 -2.258 2.154 -0.068 -0.03
F -3.626 1.729 0.611 0.825 3.889 -3.878 -0.02
C -4.606 4.049 -0.481 4.913 -2.849 -1.711 0.12
N -4.077 4.905 -1.613 3.751 -6.273 1.848 -0.13
N -4.749 6.069 -1.954 0.540 1.071 -0.098 0.10
H 1.891 3.270 -0.511 0.002 1.616 -2.149 0.07
H 3.193 4.092 -1.598 -2.524 -0.001 0.280 0.08
H 1.456 3.763 -2.361 1.039 0.600 1.874 0.07
H 1.462 5.402 0.377 0.074 0.536 -2.515 0.12
H 2.391 6.358 -0.954 -1.857 -1.296 -0.075 0.13
H 1.294 7.544 -2.413 -1.779 -1.103 0.569 0.14
H -0.435 7.945 -1.727 1.441 -1.812 -1.077 0.15
H 0.187 6.040 -4.347 -1.388 1.155 1.379 0.14
H -0.517 7.812 -4.233 -0.018 -2.413 1.195 0.16
H -0.792 4.439 -3.224 -2.601 0.339 -0.350 0.13
H -2.330 4.374 -4.423 0.701 0.952 1.885 0.15
H -1.573 2.342 -1.603 -1.117 0.925 0.170 0.18
H -5.579 4.275 0.130 2.292 -0.578 -1.412 0.15
H -4.703 6.720 -1.138 0.095 -0.689 -0.959 0.14
H -4.346 6.543 -2.792 -0.150 -0.776 0.893 0.13
C -1.380 -0.065 2.381 -0.383 -0.380 -0.699 -0.13
C -0.978 -1.241 1.494 -0.455 -0.449 0.618 -0.16
O 0.247 -0.846 0.882 0.598 0.812 -0.397 -0.20
S 1.068 0.116 1.912 -0.760 -1.732 0.357 0.69
O 2.042 -0.696 2.609 -0.727 1.588 -0.978 -0.21
O 1.412 1.337 1.222 0.021 -0.973 0.567 -0.26
O -0.161 0.426 2.937 2.802 -9.771 -9.625 -0.34
H -1.832 0.738 1.789 0.028 -0.061 0.096 0.11
H -2.069 -0.363 3.175 0.331 0.111 0.036 0.15
H -1.732 -1.468 0.737 0.331 0.039 -0.068 0.14
H -0.783 -2.137 2.093 -0.143 0.086 -0.085 0.14
C 1.038 -3.834 -2.037 0.688 0.516 0.209 -0.19
C 1.942 -4.457 -0.976 0.324 -0.206 -0.691 -0.16
O 1.075 -4.784 0.107 -1.256 0.148 -0.165 -0.19
S -0.393 -5.175 -0.487 0.134 -0.347 -0.212 0.68
O -0.474 -6.616 -0.577 -0.327 1.942 0.252 -0.22
O -1.387 -4.370 0.184 1.084 -1.127 -0.527 -0.24
O -0.175 -4.583 -1.991 0.202 -0.944 1.098 -0.23
H 0.804 -2.793 -1.794 0.063 -0.063 -0.041 0.13
H 1.479 -3.884 -3.036 -0.289 -0.133 0.224 0.13
H 2.729 -3.774 -0.647 -0.288 -0.098 0.179 0.14
H 2.394 -5.386 -1.340 0.006 0.128 -0.017 0.14
C -3.411 -7.088 2.534 0.025 -0.152 -0.594 -0.15
C -3.836 -5.919 1.650 1.020 0.044 0.625 -0.18
O -5.211 -5.699 1.958 3.191 -0.473 6.597 -0.31
S -5.470 -6.077 3.524 0.370 0.282 -0.145 0.69
O -5.426 -4.855 4.296 -0.366 -1.526 -0.534 -0.25
O -6.568 -7.012 3.593 1.141 1.385 0.013 -0.23
O -4.079 -6.889 3.778 -0.634 0.583 0.168 -0.19
H -3.748 -8.042 2.115 0.069 0.064 -0.017 0.14
H -2.328 -7.120 2.683 -0.247 0.062 0.181 0.14
H -3.709 -6.132 0.586 -0.028 0.091 0.701 0.09
H -3.283 -5.009 1.907 0.070 -0.150 -0.099 0.13
C 0.632 4.772 4.329 -0.543 0.455 0.038 -0.18
C 0.115 4.636 5.758 0.494 0.393 0.280 -0.17
O -0.368 3.298 5.855 0.353 0.188 -0.495 -0.19
S 0.532 2.339 4.889 -0.463 0.132 1.249 0.74
O 1.542 1.700 5.702 -1.261 0.521 -1.538 -0.21
O -0.357 1.606 4.017 -0.181 10.096 10.071 -0.24
O 1.248 3.522 4.025 -0.065 -0.684 0.551 -0.21
H -0.193 4.926 3.625 0.040 0.043 0.069 0.13
H 1.353 5.587 4.226 0.037 -0.316 -0.006 0.14
H -0.681 5.350 5.984 0.005 -0.295 -0.044 0.14
H 0.927 4.755 6.484 -0.054 0.120 -0.096 0.14
C -3.050 -3.273 -6.225 0.028 -0.502 -0.632 -0.17
C -3.155 -4.610 -5.496 -0.709 0.184 -0.046 -0.17
O -1.995 -4.676 -4.670 0.651 1.126 0.005 -0.18
S -1.594 -3.168 -4.198 -0.306 -0.306 0.489 0.68
O -2.138 -2.949 -2.876 0.852 0.284 -1.853 -0.23
O -0.205 -2.941 -4.524 -1.619 -0.182 0.580 -0.23
O -2.518 -2.358 -5.269 0.357 -0.462 0.880 -0.20
H -2.349 -3.335 -7.064 -0.104 -0.036 0.050 0.13
H -4.021 -2.923 -6.588 0.202 0.102 0.243 0.14
H -3.188 -5.458 -6.184 0.267 0.106 0.203 0.14
H -4.035 -4.635 -4.845 0.026 0.006 -0.098 0.13
C 4.628 2.266 1.802 -0.168 -0.082 0.946 -0.16
C 4.628 3.760 2.118 -0.707 -0.238 -0.102 -0.17
O 5.884 4.241 1.647 0.680 -0.740 -0.683 -0.19
S 6.331 3.370 0.342 -0.130 0.002 -0.068 0.68
O 5.957 4.108 -0.843 0.717 -1.046 1.303 -0.24
O 7.664 2.862 0.566 -1.496 0.838 -0.497 -0.23
O 5.271 2.146 0.533 0.617 1.108 -0.483 -0.19
H 5.217 1.708 2.536 -0.087 0.087 -0.016 0.14
H 3.617 1.854 1.758 0.270 0.087 -0.239 0.10
H 4.515 3.959 3.186 0.272 0.006 -0.195 0.14
H 3.838 4.279 1.565 -0.032 -0.074 0.064 0.12
C 9.920 0.644 1.478 -0.600 0.449 -0.047 -0.18
C 10.495 1.981 1.938 0.138 0.087 -0.739 -0.18
O 10.907 1.768 3.286 -0.084 -1.122 0.332 -0.19
S 11.393 0.220 3.452 0.399 -0.127 0.289 0.68
O 12.834 0.185 3.336 -1.922 -0.206 0.333 -0.24
O 10.678 -0.368 4.561 1.123 0.788 -1.278 -0.24
O 10.758 -0.352 2.063 0.680 0.456 0.714 -0.20
H 8.904 0.500 1.859 0.067 0.088 -0.084 0.13
H 9.917 0.548 0.389 0.160 -0.124 0.250 0.14
H 9.763 2.790 1.882 0.134 -0.222 0.248 0.12
H 11.380 2.252 1.353 -0.115 -0.033 -0.029 0.14
C -7.250 -6.103 -2.834 0.040 -0.392 -0.479 -0.18
C -7.355 -7.440 -2.105 -0.734 0.172 -0.019 -0.17
O -6.195 -7.507 -1.279 0.769 0.919 -0.125 -0.18
S -5.794 -5.998 -0.806 -1.469 -0.040 0.503 0.73
O -6.338 -5.780 0.516 -2.307 -0.400 -7.502 -0.20
O -4.405 -5.771 -1.133 -1.630 -0.188 -0.047 -0.24
O -6.718 -5.188 -1.877 0.355 -0.395 0.381 -0.19
H -6.549 -6.165 -3.672 -0.089 -0.066 0.012 0.12
H -8.221 -5.754 -3.197 0.195 0.091 0.239 0.14
H -7.388 -8.288 -2.793 0.253 0.097 0.210 0.14
H -8.235 -7.466 -1.454 0.033 0.010 -0.135 0.14
```
Positions in Å, forces in eV/Å.

Charge: +1
Gap between HOMO and LUMO (eV): 6.921


Calculated values (eV) of E_HOMO for the records, taken in order: -11.086 -11.817 -11.022.